1.
This record from OMol25 describes a 6-piece molecular cluster, C45H79O18P overall. The level of theory is wB97M-V/def2-TZVPD.

## Properties
max |F|	0.042	hartree/bohr
HOMO	-9.2	eV
lowest unoccupied orbital energy	-0.0149	hartree
Kohn-Sham gap	8.8048	eV

```
! wB97M-V def2-TZVPD RIJCOSX def2/J DEFGRID3
* xyz 0 1
P -2.339 -0.504 1.481
O -3.859 -0.100 1.632
O -2.951 -7.003 -2.060
O -2.403 -2.088 1.698
O -0.955 2.879 0.938
O -1.736 -1.456 -4.481
O -5.576 -5.570 6.716
O 7.034 -1.948 1.575
O -1.403 0.151 2.413
O 6.820 -2.895 -0.391
O 1.591 7.449 1.803
O -0.021 7.197 -4.005
O -0.510 8.038 1.347
O 3.424 0.635 -1.506
O -1.551 -6.431 -3.640
O 0.138 -1.896 -3.443
O -4.310 -4.422 5.343
O -2.017 7.348 -4.898
O 2.936 4.271 -1.317
C -6.768 -4.193 5.192
C 4.345 -0.372 2.393
C 6.732 -2.811 -1.816
C -1.625 -3.424 -2.984
C -4.136 -3.639 4.154
C -3.049 -1.828 -4.917
C 1.338 2.541 1.267
C -1.484 -8.733 -3.052
C 2.317 5.258 2.676
C 1.063 7.755 -3.250
C -1.829 -0.359 -0.231
C 2.548 -0.335 -2.231
C 7.638 -0.562 -0.256
C 3.566 4.383 2.633
C 2.917 0.981 -2.768
C -1.264 -4.211 1.595
C -4.113 -1.430 -3.917
C -1.523 9.029 -3.293
C 2.304 3.395 -0.774
C -2.900 -8.393 -0.048
C -5.521 -4.797 5.799
C 0.944 7.449 -1.774
C -2.001 -7.317 -2.965
C -1.132 -2.739 1.905
C 1.856 2.085 -2.916
C 1.938 0.519 2.577
C 0.260 7.394 1.983
C -3.657 -7.988 -1.295
C 2.209 6.172 1.459
C 8.079 -2.976 -2.487
C 3.333 0.434 3.226
C 0.090 2.524 0.443
C -2.068 0.997 -0.940
C 7.131 -1.834 0.385
C 1.262 1.908 2.626
C -1.211 7.816 -4.140
C 2.398 3.118 0.693
C -4.170 1.300 1.852
C -5.258 1.410 2.896
C 0.245 2.138 -0.995
C -4.271 -2.156 4.401
C 1.396 2.511 -1.563
C 3.689 3.516 1.356
C -0.999 -2.229 -3.659
C -0.839 1.400 -1.754
H -3.085 -2.891 -5.156
H 3.709 1.436 3.438
H -7.558 -4.937 5.247
H -0.653 9.605 -2.992
H 4.278 2.613 1.544
H -6.660 -3.876 4.159
H 0.882 6.371 -1.621
H -2.902 0.852 -1.628
H -6.219 1.065 2.515
H -5.272 -1.897 4.751
H -4.064 -0.358 -3.723
H 8.533 -3.921 -2.188
H -2.391 -1.117 -0.778
H -1.197 -8.920 -4.083
H 6.071 -3.631 -2.096
H -3.126 -3.867 3.826
H 3.090 -1.198 -2.594
H -5.365 2.452 3.200
H 7.291 -0.398 -1.272
H -0.808 -2.572 2.933
H -4.076 -1.604 3.486
H 1.811 7.830 -1.234
H -2.184 9.673 -3.866
H 8.766 -2.175 -2.213
H 7.310 0.272 0.358
H 6.235 -1.887 -2.115
H 3.671 0.987 -3.554
H -0.291 -4.683 1.747
H 3.865 -0.853 1.539
H 1.675 2.539 3.415
H 1.742 -0.443 -1.519
H 1.404 4.671 2.792
H 3.640 3.780 3.540
H -3.985 -1.950 -2.966
H 3.184 6.436 1.058
H 4.433 5.048 2.647
H -3.189 -1.286 -5.851
H -3.279 1.840 2.172
H -3.914 -8.845 -1.918
H 4.817 -1.159 2.979
H -1.980 -3.110 -2.003
H 1.152 8.825 -3.441
H -3.564 -1.833 5.166
H 2.053 0.252 1.520
H -1.131 2.011 -2.613
H 1.027 1.668 -3.484
H -0.782 -0.670 -0.267
H 1.568 5.741 0.691
H -2.444 -3.881 -3.528
H 2.332 2.901 -3.460
H -0.371 -2.298 1.256
H 5.161 0.240 2.008
H -2.685 -7.515 0.562
H -0.859 -4.181 -2.854
H -4.810 -3.986 3.369
H 8.728 -0.589 -0.253
H -2.197 -9.494 -2.748
H 1.266 -0.230 2.997
H -2.049 8.695 -2.399
H -1.563 -4.381 0.560
H -0.085 6.744 2.802
H -5.000 0.828 3.781
H 3.227 -0.060 4.194
H -3.492 -9.091 0.542
H -4.592 -7.500 -1.025
H 2.378 5.901 3.559
H -7.059 -3.334 5.796
H 0.207 1.758 2.855
H -0.595 -8.810 -2.426
H 0.053 7.896 -1.334
H 4.253 4.092 0.621
H -1.978 -4.710 2.247
H -5.104 -1.668 -4.305
H -2.371 1.778 -0.252
H 1.952 7.284 -3.665
H -1.950 -8.870 -0.291
H 7.964 -2.972 -3.571
H -4.507 1.729 0.908
H -0.431 0.478 -2.179
*
```

---

2.
This record from OMol25 describes C45H83Br3ClNO12S as an isolated structure. The level of theory is wB97M-V/def2-TZVPD.

## Properties
max |F|	0.195	hartree/bohr
HOMO	-8.7	eV
lowest unoccupied orbital energy	-0.0053	hartree
Kohn-Sham gap	8.5840	eV

```
! wB97M-V def2-TZVPD RIJCOSX def2/J DEFGRID3
* xyz 0 1
Br 7.384 -1.241 2.485
Br 1.750 -2.952 -2.904
Br 2.718 -0.115 -3.724
Cl -2.763 0.742 2.327
S 2.585 3.251 0.697
O 6.011 1.974 0.509
O -1.937 3.173 -4.026
O 4.870 -2.400 2.272
O 4.112 3.017 1.289
O -2.086 2.699 -8.582
O 2.766 4.641 0.078
O -7.151 0.627 0.721
O -7.397 -4.390 1.053
O -3.983 -6.742 3.193
O -2.827 -2.034 -3.346
O 1.724 3.543 1.923
O 5.311 0.891 -2.084
N -0.042 4.691 -0.677
C 1.391 -0.178 4.024
C -1.661 0.561 0.869
C 5.544 -1.492 1.710
C -1.448 2.228 -4.621
C 2.968 0.245 2.039
C 3.864 0.472 0.755
C 4.160 1.659 -1.661
C 1.542 2.865 -1.760
C -2.508 -5.372 4.458
C -1.768 -6.625 2.337
C -8.079 -1.410 1.522
C 5.460 1.622 2.728
C 1.928 1.981 -0.455
C 2.193 -1.158 5.014
C -3.944 2.236 -9.993
C 2.272 -1.636 -1.466
C -0.685 2.421 -5.903
C 6.193 1.747 -2.846
C 0.201 3.701 -1.743
C -0.518 1.734 0.816
C -5.116 -1.704 -2.793
C -3.942 -2.517 -3.270
C 2.736 -0.311 -1.683
C -2.859 -6.289 3.317
C 4.763 1.758 1.285
C -3.295 2.718 -8.722
C -7.149 -0.230 1.586
C -7.392 -5.246 1.921
C -8.320 -6.430 1.857
C 6.445 3.340 0.502
C 5.141 2.839 3.776
C 2.075 -2.223 -0.044
C -1.583 0.822 -4.100
C -4.200 3.226 -7.631
C 3.799 2.655 4.624
C -4.201 -3.951 -3.649
C 3.122 0.851 -0.680
C -6.458 -5.161 3.097
C 4.996 -0.667 0.478
C 7.978 3.299 -0.077
C 1.679 -0.515 2.433
C 0.558 1.215 -0.229
C -6.214 -0.149 2.764
C -0.191 -0.515 4.280
C 6.329 2.704 4.902
H 5.930 -0.320 -0.064
H 1.492 0.932 4.256
H -0.134 1.776 1.905
H -5.555 -1.020 2.775
H 0.661 -0.381 1.987
H 5.314 3.874 3.338
H -2.325 0.735 -0.060
H -8.736 -1.415 2.395
H -0.668 3.482 -6.159
H 1.013 -1.948 0.330
H 1.836 -1.663 2.515
H 7.276 1.622 -2.500
H 6.621 1.684 2.705
H 5.322 0.677 3.331
H 5.938 2.864 -2.781
H -7.501 -2.336 1.478
H 3.623 -0.277 2.847
H -7.032 -5.109 4.025
H 4.623 -1.498 -0.238
H -5.849 -4.258 3.011
H -0.750 3.043 -1.806
H 5.893 4.018 -0.257
H 3.982 2.925 5.732
H -1.211 -0.485 0.800
H -3.172 1.900 -10.688
H 2.880 -2.111 0.745
H -0.948 -7.130 2.851
H 2.785 1.265 2.571
H -2.156 0.834 -3.170
H 0.711 0.088 -0.017
H -4.877 2.431 -7.309
H -8.694 -1.339 0.622
H -5.603 0.751 2.680
H 2.222 -2.205 4.565
H -1.095 2.671 0.540
H 2.355 3.555 -2.154
H 8.690 3.932 0.569
H 0.174 4.290 -2.744
H 7.964 3.646 -1.171
H 6.202 3.542 5.681
H 6.155 1.697 5.431
H 1.999 -3.379 -0.126
H 7.372 2.761 4.441
H -4.583 -4.501 -2.786
H -6.789 -0.097 3.692
H -3.597 3.540 -6.776
H -5.539 -2.154 -1.892
H -0.045 1.096 -1.218
H 3.735 2.021 -2.647
H -4.771 4.085 -7.991
H 0.230 5.653 -0.937
H -2.112 0.205 -4.829
H 6.115 1.460 -3.955
H -0.286 -1.066 5.279
H 1.717 -1.166 6.062
H -4.917 -3.995 -4.472
H -1.721 -5.822 5.068
H -7.741 -7.354 1.815
H 8.337 2.212 -0.084
H 3.547 1.535 4.624
H -8.977 -6.434 2.730
H -4.783 -0.691 -2.555
H -5.794 -6.030 3.110
H 6.538 3.852 1.513
H -2.164 -7.293 1.569
H -0.810 0.439 4.347
H -0.594 0.405 -3.897
H -3.266 -4.414 -3.973
H 0.344 2.073 -5.780
H 2.946 3.322 4.269
H -8.935 -6.360 0.957
H -1.034 4.724 -0.377
H -4.608 1.397 -9.776
H -0.608 -1.235 3.480
H 4.465 2.687 -1.216
H -5.873 -1.648 -3.578
H -2.181 -4.405 4.071
H -3.390 -5.219 5.084
H 3.261 -0.734 5.130
H -4.502 3.051 -10.458
H -1.408 -5.713 1.855
H -1.174 1.876 -6.711
H 1.387 2.082 -2.601
*
```

---

3.
This record from OMol25 describes a 15-piece molecular cluster, C45H84O45 overall. The level of theory is wB97M-V/def2-TZVPD.

## Properties
max |F|	0.043	hartree/bohr
HOMO	-10.0	eV
lowest unoccupied orbital energy	0.0164	hartree
Kohn-Sham gap	10.4931	eV

```
! wB97M-V def2-TZVPD RIJCOSX def2/J DEFGRID3
* xyz 0 1
O -3.117 3.519 0.995
O -1.040 -4.116 -1.103
O -0.449 0.264 4.776
O -5.951 0.225 -1.629
O 0.025 1.311 6.709
O 2.979 -4.118 5.122
O 3.281 4.762 2.136
O -4.765 -2.430 2.903
O -0.377 1.071 -4.451
O 3.946 2.477 -4.196
O -1.661 2.512 -5.548
O 3.324 -2.904 0.406
O 6.416 1.281 1.462
O 5.952 2.048 3.520
O 1.088 -4.344 3.978
O 3.700 1.285 -2.303
O -3.369 2.241 -0.676
O -7.302 -1.476 -2.305
O 5.036 -2.346 -0.966
O -1.175 -5.797 0.318
O -3.033 -5.025 -0.668
O -1.280 0.543 -6.464
O -0.336 -0.992 -1.191
O -3.411 -4.153 3.602
O -4.459 -0.381 -5.401
O -5.251 3.657 3.826
O -3.135 -0.957 -3.694
O 2.272 -2.438 3.902
O 0.600 2.260 4.880
O 4.609 4.988 0.364
O 4.281 -0.562 -5.211
O -3.963 1.889 3.745
O -5.583 -1.935 -1.116
O -1.640 -0.420 0.404
O 2.705 4.155 -0.008
O 2.723 0.415 -6.528
O -6.085 1.817 2.919
O 5.697 2.027 -3.040
O 5.473 -3.426 0.825
O 4.322 1.457 2.267
O -1.775 3.870 -0.794
O 2.228 -1.190 -5.025
O 0.489 0.328 0.427
O -3.728 -2.493 4.880
O -3.424 -2.381 -5.344
C 0.049 1.175 5.388
C 4.009 -3.341 5.694
C 4.374 1.890 -3.093
C 5.828 5.113 1.087
C -0.391 -0.347 -0.037
C 5.636 1.592 2.326
C -2.474 2.487 -6.725
C -3.649 -4.998 2.510
C -0.499 0.229 7.453
C 0.853 -1.014 -5.312
C -6.468 4.298 3.437
C 4.498 -2.900 0.118
C -1.015 1.356 -5.421
C -6.009 0.451 2.547
C -2.633 4.682 1.657
C 6.282 2.085 -1.742
C 1.382 3.688 0.233
C 0.295 -4.201 -0.538
C 1.442 -1.773 2.964
C 3.687 0.908 1.144
C -3.858 -1.104 5.146
C 0.334 2.674 3.531
C 4.133 -1.870 -1.966
C -6.252 -0.927 -1.690
C 5.231 -4.272 1.932
C 3.058 -0.360 -5.672
C 2.024 -3.682 4.329
C -8.261 -0.548 -2.806
C 0.211 -5.549 0.181
C -2.353 -2.088 -3.311
C 3.480 4.608 0.953
C -5.023 2.368 3.485
C -2.000 0.309 1.564
C 5.384 0.048 -5.902
C -4.050 -2.968 3.701
C -2.646 3.271 -0.240
C -4.453 -1.679 -0.314
C -1.844 -4.982 -0.496
C 7.339 2.227 3.810
C 0.893 -0.941 -1.910
C -3.782 -1.193 -4.837
C -1.931 1.269 -7.489
C -2.741 -3.134 -4.335
C 2.576 2.428 -4.520
C -3.048 1.708 -1.963
H 7.378 2.904 4.658
H 6.304 -0.188 -5.376
H 0.585 -3.359 0.088
H 1.167 -0.772 3.289
H 2.437 2.770 -5.545
H 1.030 0.016 -2.413
H 3.570 -2.702 -2.384
H 4.320 -4.839 1.744
H -1.811 4.444 2.331
H -1.274 1.489 -8.333
H 5.152 -3.720 2.871
H -3.922 1.110 -2.207
H 3.099 1.619 0.558
H -4.597 -0.926 0.457
H -2.398 1.298 1.342
H 0.510 -1.228 -6.321
H -1.303 -1.810 -3.391
H -1.914 -3.698 -4.768
H 6.106 -4.902 2.078
H -2.251 5.383 0.913
H -6.741 0.289 1.758
H 2.932 0.168 1.410
H -6.931 4.651 4.363
H 4.863 -3.986 5.900
H -3.297 -0.508 4.422
H 1.782 -1.103 -1.305
H -3.460 -3.909 -4.053
H -2.762 0.679 -7.874
H 4.671 -1.280 -2.698
H 1.295 3.320 1.253
H -3.537 2.325 -6.549
H -3.049 2.499 -2.715
H -4.899 -0.787 5.090
H -2.315 3.460 -7.186
H 5.390 -0.425 -6.883
H -5.001 0.199 2.229
H 3.427 -1.185 -1.495
H -4.039 -4.531 1.601
H -8.638 0.157 -2.068
H -3.528 -1.495 -0.859
H 0.540 -2.329 2.712
H 0.915 2.012 2.882
H -6.303 -0.222 3.355
H -7.135 3.641 2.894
H 2.133 1.432 -4.499
H 0.997 -4.266 -1.367
H -3.468 5.142 2.177
H 0.684 -5.591 1.161
H 6.480 5.566 0.346
H 4.347 -2.475 5.129
H 0.626 -6.321 -0.475
H 5.221 1.124 -5.923
H 0.510 -0.019 -5.015
H 0.681 4.520 0.136
H -2.699 -5.413 2.176
H 2.094 -1.631 2.101
H 0.688 3.686 3.379
H -2.808 -0.181 2.110
H 3.673 -3.035 6.688
H 6.175 4.131 1.408
H -2.146 1.100 -1.952
H -4.363 -5.786 2.766
H -6.271 5.241 2.926
H 7.207 1.509 -1.799
H -2.562 -2.353 -2.281
H -0.703 2.419 3.312
H -9.054 -1.218 -3.138
H -1.582 0.242 7.590
H 7.790 2.684 2.930
H 5.689 1.754 -0.897
H 2.038 3.105 -3.855
H 1.066 2.941 -0.488
H 0.849 -1.721 -2.667
H -3.384 -0.966 6.113
H 7.899 1.329 4.064
H 0.268 -1.633 -4.630
H 6.630 3.105 -1.560
H 5.723 5.758 1.960
H -1.181 0.367 2.283
H -4.237 -2.627 0.180
H -7.877 -0.014 -3.676
H -0.246 -0.755 7.061
H -0.087 0.349 8.454
H 4.382 0.470 0.426
*
```

---

- The lowest HOMO belongs to which entry?
  C45H84O45

---

- What is the formula in the second record?
  C45H83Br3ClNO12S

---

- Which formula does entry 1 have?
  C45H79O18P

---

- Which formula does entry 2 have?
  C45H83Br3ClNO12S